(1)
Computed, not measured: a 13-piece molecular cluster, C24H71N2O15 overall in a non-equilibrium geometry, with ωB97M-V/def2-TZVPD.

Structure (XYZ):
```
112
Properties=species:S:1:pos:R:3:forces:R:3:mulliken_charge:R:1
C -2.1455 -1.3613 -1.3941 0.30 -0.05 0.18 -0.408
C -1.1612 -0.7516 -2.3375 -0.16 -0.06 -0.68 0.717
O -1.3127 -0.7048 -3.5326 0.08 0.17 0.44 -0.612
O -0.0337 -0.2051 -1.7876 0.13 -0.36 -0.17 -0.418
C 0.7082 -1.0606 -0.9143 0.46 0.36 0.46 -0.213
C 1.8427 -1.7899 -1.6543 -0.10 -0.62 -0.09 -0.532
C 1.5778 -1.8643 -3.1498 -0.15 0.33 0.37 -1.211
N 2.7205 -2.4218 -3.9262 -0.16 0.34 -0.83 0.213
C 2.5869 -2.0983 -5.3911 -0.11 -0.03 -0.15 -0.591
C 1.8509 -3.2275 -6.0618 0.09 -0.08 -0.26 -0.398
O 2.7244 -4.3340 -6.1794 -0.26 -0.21 0.26 -0.428
C 3.4592 -4.5971 -4.9838 0.00 0.24 -0.84 -0.798
C 2.8769 -3.9510 -3.7472 -0.74 -1.05 1.73 -0.014
N 3.6466 -4.1653 -2.5992 1.81 0.88 -1.18 -0.163
C 4.7145 -4.8461 -2.3722 -0.69 -0.25 0.05 0.700
C 6.0028 -4.1758 -2.0273 -0.65 0.25 1.02 -1.181
C 4.7406 -6.3472 -2.3556 0.00 -0.02 0.02 -1.428
H -3.1363 -1.0753 -1.7151 -0.25 -0.04 0.01 -0.279
H -1.9594 -1.0820 -0.3642 -0.15 0.10 0.07 0.408
H -2.0575 -2.4466 -1.4402 -0.12 -0.09 -0.09 0.357
H 1.1491 -0.4208 -0.1531 -0.06 0.12 0.04 0.321
H 0.0724 -1.7630 -0.3817 -0.23 -0.06 -0.16 0.142
H 1.9109 -2.8028 -1.2598 0.08 -0.03 0.12 0.317
H 2.8159 -1.3400 -1.4621 -0.01 0.26 -0.05 0.339
H 0.6956 -2.4622 -3.3662 0.02 -0.14 -0.14 0.167
H 1.3604 -0.8700 -3.5272 0.13 0.07 -0.13 0.573
H 3.5863 -2.0013 -3.5908 0.05 -0.15 0.27 0.448
H 3.5873 -2.0378 -5.8121 0.08 0.05 -0.03 0.411
H 2.0870 -1.1478 -5.5465 -0.06 0.11 0.32 0.498
H 1.5413 -2.9344 -7.0607 0.13 -0.04 -0.12 0.413
H 0.9393 -3.4952 -5.5217 -0.08 0.03 0.07 0.304
H 4.4863 -4.2567 -5.1451 0.14 -0.05 0.23 0.361
H 3.4557 -5.6748 -4.8424 0.07 -0.04 0.14 0.347
H 1.8524 -4.3018 -3.5960 -0.19 0.17 -0.26 0.351
H 5.8240 -3.1082 -1.9462 0.23 0.13 -0.21 0.333
H 6.3460 -4.5187 -1.0502 0.29 -0.13 -0.07 0.413
H 6.7487 -4.4142 -2.7860 0.07 0.00 -0.07 0.263
H 5.1631 -6.7465 -3.2782 -0.01 -0.05 -0.09 0.333
H 3.7440 -6.7394 -2.1810 -0.08 -0.09 -0.23 0.361
H 5.3798 -6.6872 -1.5432 0.11 -0.05 -0.01 0.451
C 9.5226 -3.6573 -4.7439 -0.11 -0.06 -0.05 -0.577
O 8.1419 -4.0350 -4.7521 0.00 0.03 0.04 -0.444
H 9.7212 -3.1856 -3.7858 -0.01 0.01 0.02 0.215
H 10.1701 -4.5290 -4.8507 0.03 0.01 0.02 0.284
H 9.7408 -2.9453 -5.5415 0.02 0.02 0.02 0.255
H 7.9596 -4.4534 -5.5971 0.01 -0.03 -0.04 0.274
C 0.2331 2.5972 -0.0407 0.08 0.16 0.29 0.430
O 1.2291 2.3085 0.9352 0.16 0.00 0.08 -0.345
H -0.0346 1.6680 -0.5307 0.00 0.02 -0.02 -0.493
H -0.6553 3.0240 0.4312 -0.03 0.02 -0.08 0.209
H 0.6241 3.3001 -0.7796 -0.14 -0.01 -0.09 0.086
H 1.4503 3.1517 1.3543 -0.10 0.15 -0.03 0.195
C 0.0627 6.3245 1.2853 0.22 -0.05 0.13 -0.559
O 1.0041 5.3808 1.8013 0.00 -0.18 -0.20 -0.401
H -0.9046 5.8326 1.2494 -0.03 0.02 0.00 0.117
H -0.0035 7.1912 1.9436 -0.13 0.04 -0.06 0.326
H 0.3373 6.6500 0.2782 -0.05 0.02 0.00 0.250
H 1.8628 5.8116 1.8402 0.07 -0.03 0.03 0.236
C 3.9263 2.6917 3.3727 -0.16 -0.03 -0.03 -0.501
O 2.5962 2.4373 3.8030 0.13 0.00 -0.04 -0.435
H 4.4667 3.1076 4.2192 0.01 0.01 0.02 0.253
H 4.4275 1.7729 3.0534 0.04 0.02 0.01 0.248
H 3.9528 3.4137 2.5501 0.04 0.01 0.01 0.144
H 2.1142 2.0681 3.0573 -0.13 -0.08 -0.03 0.302
C -3.4390 5.7248 3.1195 -0.13 0.41 -0.02 -0.319
O -3.3057 7.0964 2.7282 0.14 -0.23 -0.12 -0.525
H -2.5567 5.1943 2.7681 0.02 0.02 -0.02 0.052
H -3.5035 5.6372 4.2013 0.00 -0.15 0.02 0.237
H -4.3298 5.2832 2.6628 0.05 -0.12 0.02 0.278
H -4.0844 7.5613 3.0409 -0.01 0.07 0.03 0.280
C 2.8877 5.0381 -1.4583 0.28 -0.10 0.10 -0.226
O 3.8659 5.3066 -0.4584 -0.21 0.07 0.04 -0.499
H 1.9445 5.4506 -1.1098 -0.01 0.01 0.03 -0.016
H 3.1511 5.5062 -2.4102 -0.06 -0.01 -0.02 0.373
H 2.7715 3.9594 -1.5985 -0.10 0.02 -0.08 0.113
H 4.7052 4.9456 -0.7514 0.07 0.01 0.00 0.279
C -5.8519 -0.2481 -2.3168 -0.03 -0.10 0.17 -0.532
O -5.8855 -0.6464 -0.9487 0.05 0.07 -0.15 -0.498
H -4.8401 0.0978 -2.5126 -0.01 0.04 -0.10 0.155
H -6.0773 -1.0898 -2.9769 0.03 0.05 -0.07 0.273
H -6.5463 0.5690 -2.5221 0.01 0.01 -0.01 0.304
H -6.7753 -0.9486 -0.7527 -0.06 0.05 0.07 0.284
C -2.1364 -3.4246 2.2523 -0.07 0.07 -0.05 -0.506
O -2.0229 -2.0960 1.7328 0.01 -0.14 0.07 -0.390
H -1.3063 -4.0001 1.8479 0.04 0.02 0.00 0.235
H -2.0685 -3.4293 3.3418 0.03 -0.03 0.01 0.275
H -3.0764 -3.8922 1.9539 0.03 -0.01 0.05 0.115
H -2.7547 -1.5852 2.0914 -0.02 0.07 -0.01 0.264
C -5.4389 -3.7680 0.2080 -0.11 -0.23 0.19 -0.020
O -5.4074 -4.1688 1.5747 0.12 0.06 -0.11 -0.518
H -4.4490 -3.3938 -0.0429 0.01 0.04 0.01 -0.106
H -5.6770 -4.6125 -0.4449 0.03 0.04 -0.05 0.320
H -6.1597 -2.9687 0.0473 0.02 0.04 -0.06 0.081
H -6.2774 -4.4945 1.8161 -0.04 -0.03 0.05 0.287
C -4.6545 3.1025 5.5341 -0.10 0.22 0.11 -0.551
O -4.2442 4.4019 5.9694 0.02 -0.08 -0.02 -0.503
H -4.0392 2.8333 4.6805 0.05 0.00 0.00 0.283
H -4.5018 2.3658 6.3234 -0.01 -0.10 -0.08 0.305
H -5.7052 3.1061 5.2398 -0.01 -0.08 0.01 0.192
H -4.7802 4.6436 6.7282 -0.03 -0.02 0.05 0.257
C -8.7993 3.4477 6.3056 0.08 -0.04 0.13 -0.570
O -7.7631 2.7704 7.0109 -0.06 0.12 -0.08 -0.479
H -8.7034 3.1779 5.2571 0.01 -0.01 -0.02 0.222
H -9.7876 3.1428 6.6580 -0.02 0.01 -0.04 0.300
H -8.7058 4.5328 6.3998 -0.02 0.01 -0.04 0.263
H -7.8419 3.0018 7.9394 0.02 -0.05 0.07 0.284
C -1.2651 2.2018 5.4875 -0.03 -0.12 -0.06 -0.361
O -2.1485 1.1317 5.1404 0.08 0.10 -0.01 -0.481
H -1.8814 3.0652 5.7266 -0.02 0.00 0.01 0.160
H -0.6600 1.9480 6.3606 0.01 0.03 0.01 0.280
H -0.6023 2.4587 4.6575 0.01 0.03 0.02 0.155
H -1.6094 0.3661 4.9299 0.03 -0.05 0.00 0.261
```
Forces are in eV/Å.

Properties
Total charge = +1
E_tot = -2194.63145 Eh

(2)
Computed, not measured: a 14-piece molecular cluster, C24H72BrCl6O22P4 overall in a non-equilibrium geometry, with ωB97M-V/def2-TZVPD.

Structure (XYZ):
```
129
Properties=species:S:1:pos:R:3:forces:R:3:mulliken_charge:R:1
Br 0.0672 -0.1118 -2.3186 -0.04 -0.23 0.33 -0.094
C -2.0386 -1.9196 -5.0833 0.34 -1.24 1.12 -0.506
O -0.7354 -2.4224 -4.6057 -0.86 0.36 -0.27 -0.090
H -2.4799 -2.7096 -5.7077 0.23 -0.08 0.44 0.315
H -2.7419 -1.6980 -4.2394 0.74 -0.05 -0.68 0.050
H -1.9491 -1.0886 -5.7503 0.32 0.91 -0.06 0.223
H -0.3471 -1.8569 -3.8937 -0.70 0.03 -0.55 -0.340
C 3.1132 2.2097 -2.4043 -1.22 2.05 0.90 -0.142
O 2.0616 2.4702 -3.3420 0.71 0.52 -0.39 -0.515
H 3.4634 1.2252 -2.5829 0.79 -0.88 0.11 0.200
H 3.8825 3.0224 -2.5111 -0.48 -1.04 0.03 0.270
H 2.6680 2.3068 -1.3695 0.85 -0.35 -0.82 0.018
H 1.2425 2.3194 -2.8853 -0.62 -0.40 0.13 0.072
C 0.7748 -5.7084 -5.6014 -0.30 0.62 -1.60 -0.677
O -0.0084 -5.1924 -4.5646 0.04 0.17 1.01 -0.463
H 0.7436 -4.9568 -6.3863 0.32 -0.03 -0.53 0.272
H 1.8384 -5.9213 -5.4473 -0.09 0.14 0.82 0.232
H 0.3365 -6.6067 -6.0514 -0.15 -0.05 0.39 0.272
H -0.1703 -4.2262 -4.6837 0.14 -0.65 0.03 0.411
C -1.1199 -0.6311 2.2971 0.66 0.00 -1.29 -0.366
O -0.9219 0.2169 1.1465 0.40 -0.85 -0.31 0.660
H -2.1292 -0.9717 2.2742 -0.84 -0.24 0.34 -0.209
H -0.4566 -1.5084 2.3485 0.02 0.21 -0.38 0.311
H -0.9080 -0.0329 3.1529 -0.18 0.49 0.65 0.239
H -0.9348 -0.3140 0.3181 0.09 0.45 0.73 -0.397
C -2.3501 2.6272 -3.8525 -0.83 1.66 1.68 -0.413
O -2.4816 1.2408 -3.9490 1.52 -1.06 0.98 -0.399
H -1.3607 3.0468 -3.5106 -0.58 -0.82 -0.47 0.133
H -2.5874 3.0487 -4.8257 0.01 0.21 -0.04 0.392
H -3.1013 3.0669 -3.0678 1.04 -0.67 -1.30 0.021
H -1.7578 0.8057 -3.3890 -1.23 0.63 -0.71 -0.152
C -0.7998 -3.7383 -1.1307 -0.09 0.60 -0.27 -0.368
O 0.0114 -3.0653 -0.1351 -0.34 -0.28 -1.10 -0.516
H -1.3566 -3.0153 -1.7114 0.00 0.56 -0.28 0.032
H -0.2638 -4.3384 -1.8857 0.18 0.01 0.60 0.144
H -1.5969 -4.3171 -0.6874 0.24 -0.49 0.63 0.439
H 0.2707 -2.2302 -0.5719 -0.03 -0.26 0.25 0.106
C 2.7424 4.4679 1.5043 2.56 -0.49 -0.87 -0.743
O 2.5943 3.3769 2.3619 -0.04 -0.62 1.84 0.395
P 3.2204 3.2788 3.8650 -0.55 1.49 -0.19 0.485
O 3.6812 4.5064 4.5405 -0.30 -0.35 -0.75 -0.835
O 2.0070 2.6057 4.6532 0.62 -0.75 -1.11 -0.390
C 1.4226 1.4931 3.9125 -2.51 1.09 0.37 -0.166
O 4.3463 2.2040 3.6657 1.57 0.45 0.67 -0.158
C 5.7932 2.6122 3.6272 -0.21 -0.46 -1.82 -0.676
H 3.4638 4.1654 0.6940 -0.79 0.33 0.52 0.198
H 3.1772 5.3074 2.0080 0.14 0.61 0.41 0.398
H 1.8151 4.7324 1.0996 -1.44 0.35 -0.66 0.179
H 2.1696 0.9334 3.4324 0.97 -0.82 -0.69 0.296
H 0.6579 1.8760 3.1633 1.12 -0.38 0.86 -0.134
H 0.8726 0.8665 4.6220 0.29 0.19 0.03 0.277
H 6.3160 1.8342 4.1447 0.13 -0.25 0.65 0.297
H 6.1631 3.6241 3.9250 -1.39 -0.72 0.23 0.334
H 6.0716 2.4659 2.5646 -0.23 0.23 0.47 0.181
C -4.1663 -1.4958 -0.5193 -0.46 0.79 -0.65 -0.507
O -5.3825 -0.6845 -0.4928 -0.29 0.19 0.35 -0.428
P -5.5661 0.1197 0.8800 1.00 2.09 -2.35 0.490
O -4.8520 -0.4747 1.9728 1.14 -0.95 1.77 -0.276
O -5.1574 1.6358 0.5886 0.14 -0.39 -0.52 -0.088
C -5.6028 2.3834 -0.5951 -0.74 -0.64 1.05 -0.620
O -7.0700 0.3217 1.0923 -2.79 -1.15 -0.51 -0.353
C -7.9849 -0.8321 1.2196 1.04 0.62 0.34 -0.716
H -4.2319 -2.0640 0.4123 0.93 -0.23 -0.53 0.372
H -3.3230 -0.8086 -0.6654 0.11 -0.27 0.77 0.146
H -4.1822 -2.0438 -1.4608 -0.36 -0.47 0.34 0.259
H -5.9966 1.6868 -1.3567 0.75 0.41 0.04 0.302
H -4.7842 3.0477 -0.8746 -0.05 -0.42 -0.27 0.160
H -6.4583 2.9932 -0.2838 0.19 0.01 0.04 0.259
H -7.9663 -1.5200 0.3487 0.27 0.54 0.60 0.270
H -8.9316 -0.3625 1.3319 -0.91 0.19 -0.20 0.284
H -7.7616 -1.2961 2.1835 0.12 -0.39 -0.36 0.257
C 7.4971 -1.4216 1.8645 -1.94 -0.54 -1.54 -0.652
O 6.6045 -0.2810 1.6604 1.40 -0.32 0.52 -0.409
P 5.3418 -0.0578 0.7616 0.74 -0.30 -0.80 1.522
O 5.1413 1.3671 0.5250 -0.30 0.51 0.04 -0.860
O 5.5371 -0.8823 -0.5903 -0.03 -0.47 0.78 -0.046
C 6.2854 -0.3991 -1.7131 0.49 -0.90 0.58 -0.716
O 4.2128 -0.8773 1.4796 -0.58 0.21 -0.52 -0.549
C 2.8812 -0.5934 0.9184 -0.07 0.31 3.07 0.403
H 7.6522 -1.9585 0.8946 -0.13 0.52 0.60 0.249
H 6.9192 -2.1236 2.4990 1.00 0.39 0.13 0.268
H 8.4633 -1.0517 2.1919 -0.28 -0.01 0.50 0.229
H 7.3302 -0.8196 -1.6655 -0.91 0.59 -0.02 0.201
H 6.2722 0.6865 -1.6613 0.10 0.05 -0.57 0.364
H 5.7703 -0.8677 -2.5526 0.22 0.58 -0.29 0.153
H 2.8008 -0.9082 -0.0712 -0.09 -0.44 -1.66 -0.252
H 2.6695 0.4609 1.0792 0.08 0.16 -0.48 -0.026
H 2.1880 -1.1181 1.5850 0.12 -0.20 -0.42 0.115
C -4.3481 1.8764 4.3118 -0.15 -0.39 0.00 -0.520
O -3.2526 1.7158 5.2384 0.74 -1.13 0.15 -0.263
P -3.2373 0.3142 5.9977 -0.74 1.86 2.09 0.901
O -4.6272 -0.0499 6.4156 1.76 -0.27 -0.15 -0.767
O -2.4572 -0.7758 5.1871 -0.41 -0.43 -0.75 -0.035
C -3.2571 -1.8092 4.5478 -0.41 0.53 0.39 -0.601
O -2.1156 0.6608 7.1586 -1.46 -0.24 -0.98 -0.359
C -1.9441 -0.3463 8.1732 -0.57 -1.05 -1.42 -0.640
H -4.3413 1.1094 3.5026 0.29 0.90 0.38 0.045
H -4.2716 2.9088 4.0099 0.02 0.03 -0.61 0.288
H -5.2648 1.7535 4.8653 -0.43 -0.05 0.18 0.440
H -2.5661 -2.5451 4.2392 0.63 -1.11 0.16 0.385
H -3.7779 -1.5124 3.6637 -0.08 0.96 -0.63 0.038
H -4.0490 -2.0985 5.2222 0.17 -0.61 0.42 0.451
H -2.8294 -0.4139 8.8125 0.26 0.28 0.12 0.265
H -1.0295 -0.1144 8.6967 0.06 0.03 0.23 0.243
H -1.8640 -1.3364 7.6470 0.24 0.67 0.67 0.250
Cl 3.3411 -2.8569 -4.2301 0.41 0.02 -1.09 -0.198
C 2.4898 -3.1658 -2.7707 -0.44 0.89 2.22 1.913
C 2.6547 -4.4990 -2.1444 0.49 0.96 1.93 -0.376
Cl 4.3607 -4.6639 -1.5664 -0.22 -0.33 -0.04 -0.228
H 1.4393 -2.9932 -2.8341 -0.89 0.12 -0.83 -0.938
H 2.7830 -2.4210 -2.0246 0.28 0.06 -0.23 -0.762
H 2.4284 -5.2529 -2.8123 -0.24 -1.79 -1.30 0.373
H 1.9915 -4.5751 -1.2501 0.57 0.14 -0.66 0.205
Cl -1.5596 5.1634 -0.6784 0.23 0.28 -0.63 -0.232
C -0.8932 3.5254 -0.3693 -0.67 0.21 -1.01 0.437
C -0.9121 3.3381 1.0792 -0.14 -0.02 0.85 0.118
Cl -2.5498 3.1729 1.7734 0.00 0.21 -0.13 -0.089
H 0.1448 3.4179 -0.7376 -0.64 0.25 -0.08 0.007
H -1.5952 2.8404 -0.8468 0.43 -0.12 -0.23 0.072
H -0.4389 4.2144 1.5192 0.17 -0.46 0.53 0.429
H -0.4803 2.3749 1.2462 0.71 -0.38 0.61 -0.840
Cl -0.7255 1.5145 -7.3275 -0.06 0.10 0.17 -0.243
C 0.2494 1.0558 -5.8504 0.60 1.33 -1.94 0.665
C 1.0762 -0.1274 -6.1696 -0.18 -2.61 0.53 0.068
Cl 2.4043 0.1165 -7.4029 -0.79 0.05 0.70 -0.239
H -0.4928 0.8970 -5.0875 0.17 -0.10 0.40 -0.580
H 0.9595 1.8931 -5.6967 -0.83 -0.28 0.40 0.326
H 0.4801 -1.0651 -6.4721 0.91 1.63 0.25 0.142
H 1.5368 -0.3769 -5.1975 0.29 -0.09 -0.54 -0.059
```
Forces are in eV/Å.

Properties
Total charge = -1
E_tot = -9313.88410 Eh